1.
The following is a DFT calculation (ωB97M-V with the def2-TZVPD basis set) of a molecular structure, C42H28Cl5NiOP2S.

Values from the calculation:
Highest occupied orbital energy = -11.1 eV
Electronic energy = -6582.51834 Eh
E_LUMO = -3.0 eV

Geometry as ORCA input:
```
! wB97M-V def2-TZVPD RIJCOSX def2/J DEFGRID3
* xyz 1 1
Ni -0.521 -0.285 0.043
O -0.743 -2.348 2.784
S -0.417 -1.064 2.175
C 1.274 -0.611 2.638
C 1.711 -0.694 3.949
C 3.013 -0.325 4.258
C 3.877 0.094 3.254
C 3.463 0.078 1.929
C 2.163 -0.291 1.612
P 1.584 -0.638 -0.071
C 1.973 -2.367 -0.305
C 0.937 -3.186 -0.752
C 1.166 -4.543 -0.943
C 2.420 -5.070 -0.683
C 3.452 -4.252 -0.231
C 3.233 -2.898 -0.039
C 2.611 0.268 -1.262
C 2.939 1.612 -1.099
C 3.644 2.282 -2.085
C 4.025 1.619 -3.246
C 3.712 0.277 -3.409
C 3.013 -0.398 -2.418
C -1.453 0.199 2.964
C -1.345 0.472 4.314
C -2.275 1.302 4.928
C -3.330 1.826 4.197
C -3.442 1.538 2.843
C -2.493 0.745 2.211
P -2.581 0.337 0.444
C -3.770 -1.016 0.321
C -5.138 -0.790 0.162
C -6.015 -1.861 0.140
C -5.536 -3.159 0.283
C -4.178 -3.388 0.448
C -3.294 -2.318 0.465
C -3.262 1.732 -0.472
C -3.145 3.053 -0.042
C -3.499 4.092 -0.889
C -3.962 3.825 -2.173
C -4.078 2.512 -2.606
C -3.730 1.468 -1.761
H 1.062 -1.081 4.723
H 3.354 -0.372 5.285
H 4.887 0.396 3.501
H 4.155 0.340 1.137
H -0.028 -2.761 -0.947
H 0.366 -5.184 -1.292
H 2.601 -6.128 -0.828
H 4.428 -4.674 -0.028
H 4.039 -2.264 0.314
H 2.659 2.142 -0.195
H 3.896 3.326 -1.944
H 4.570 2.147 -4.018
H 4.011 -0.249 -4.307
H 2.769 -1.445 -2.556
H -0.551 0.046 4.907
H -2.180 1.522 5.984
H -4.068 2.455 4.677
H -4.267 1.946 2.271
H -5.515 0.219 0.050
H -7.076 -1.685 0.014
H -6.225 -3.994 0.267
H -3.804 -4.398 0.566
H -2.235 -2.508 0.611
H -2.759 3.284 0.945
H -3.401 5.116 -0.548
H -4.227 4.641 -2.833
H -4.434 2.295 -3.606
H -3.812 0.446 -2.116
Cl -0.795 -0.274 -2.731
C -0.454 1.320 -2.128
C -0.259 1.374 -0.754
C 0.019 2.606 -0.196
Cl 0.298 2.696 1.520
C 0.082 3.756 -0.979
Cl 0.400 5.275 -0.250
C -0.137 3.667 -2.354
Cl -0.093 5.081 -3.320
C -0.408 2.431 -2.951
Cl -0.681 2.308 -4.630
*
```

---

2.
The following is a DFT calculation (ωB97M-V with the def2-TZVPD basis set) of a molecular structure, C42H31AsCoF9NOP2S2.

Values from the calculation:
Highest occupied orbital energy (spin up / spin down) = -14.1 / -14.0 eV
Electronic energy = -7745.09063 Eh
E_LUMO (spin up / spin down) = -7.1 / -8.8 eV

Geometry as ORCA input:
```
! wB97M-V def2-TZVPD RIJCOSX def2/J DEFGRID3
* xyz 2 2
Co 0.176 -0.021 0.023
O -1.460 2.474 1.012
S -0.309 1.645 1.343
C -0.563 0.996 2.967
C -0.622 1.839 4.067
C -0.924 1.283 5.299
C -1.171 -0.082 5.415
C -1.127 -0.910 4.303
C -0.822 -0.364 3.061
P -0.876 -1.285 1.511
C -0.045 -2.872 1.710
C -0.372 -3.968 0.901
C 0.337 -5.151 1.021
C 1.361 -5.261 1.954
C 1.672 -4.189 2.775
C 0.974 -2.996 2.655
C -2.632 -1.570 1.219
C -3.242 -2.729 1.710
C -4.612 -2.894 1.581
C -5.376 -1.907 0.972
C -4.776 -0.742 0.511
C -3.409 -0.567 0.636
C 1.159 2.622 1.428
C 1.070 4.000 1.541
C 2.254 4.717 1.644
C 3.473 4.050 1.661
C 3.534 2.667 1.546
C 2.364 1.933 1.388
P 2.310 0.120 1.255
C 3.038 -0.371 2.870
C 4.367 -0.809 2.866
C 5.024 -1.084 4.057
C 4.373 -0.930 5.270
C 3.058 -0.484 5.285
C 2.401 -0.200 4.101
C 3.519 -0.509 0.090
C 3.545 -1.901 -0.034
C 4.532 -2.505 -0.789
C 5.498 -1.725 -1.416
C 5.455 -0.343 -1.313
C 4.464 0.272 -0.563
H -0.426 2.900 3.969
H -0.967 1.913 6.177
H -1.404 -0.502 6.385
H -1.325 -1.970 4.404
H -1.186 -3.916 0.192
H 0.081 -5.994 0.393
H 1.904 -6.192 2.050
H 2.457 -4.277 3.514
H 1.223 -2.174 3.307
H -2.655 -3.505 2.181
H -5.083 -3.793 1.955
H -6.444 -2.043 0.867
H -5.376 0.036 0.058
H -2.960 0.370 0.311
H 0.105 4.489 1.547
H 2.224 5.795 1.724
H 4.391 4.613 1.764
H 4.493 2.166 1.584
H 4.903 -0.950 1.938
H 6.051 -1.421 4.029
H 4.887 -1.148 6.196
H 2.540 -0.346 6.226
H 1.398 0.168 4.158
H 2.805 -2.516 0.472
H 4.552 -3.582 -0.889
H 6.276 -2.199 -2.000
H 6.185 0.265 -1.829
H 4.423 1.352 -0.528
F -3.946 -1.641 -4.056
C -2.614 -1.509 -4.034
F -2.193 -1.325 -5.280
F -2.096 -2.651 -3.574
C -2.249 -0.313 -3.179
C -2.709 0.938 -3.586
C -2.366 2.057 -2.859
C -1.584 1.922 -1.707
N -1.179 0.739 -1.291
C -1.470 -0.366 -2.029
S -0.635 -1.713 -1.369
H -3.310 1.022 -4.483
H -2.681 3.043 -3.169
H -1.301 2.784 -1.124
F 1.466 0.475 -1.406
As 1.889 0.642 -3.266
F 3.086 -0.540 -2.973
F 2.936 1.899 -2.757
F 2.209 0.799 -4.914
F 0.564 1.761 -3.288
F 0.729 -0.642 -3.476
*
```

---

3.
The following is a DFT calculation (ωB97M-V with the def2-TZVPD basis set) of a molecular structure, C42H32AsBrI2N8O10RuS2.

Values from the calculation:
Highest occupied orbital energy (spin up / spin down) = -5.2 / -5.2 eV
Electronic energy = -9106.28321 Eh
E_LUMO (spin up / spin down) = -0.4 / -0.5 eV

Geometry as ORCA input:
```
! wB97M-V def2-TZVPD RIJCOSX def2/J DEFGRID3
* xyz -1 2
Ru 0.460 -0.113 0.211
N -1.254 -4.058 6.523
C -0.694 -3.874 5.269
C 0.658 -4.160 5.053
C 1.218 -3.956 3.809
C 0.433 -3.500 2.765
C -0.915 -3.253 2.947
C -1.481 -3.454 4.192
S 1.241 -3.061 1.241
O 0.330 -3.105 0.127
O 2.466 -3.805 1.131
N 1.490 -1.461 1.417
C 2.366 -0.802 2.151
N 2.430 0.512 1.825
C 3.265 1.273 2.490
C 4.062 0.761 3.508
C 3.884 -0.583 3.807
N 3.059 -1.366 3.144
H -0.593 -4.035 7.285
H -2.085 -3.513 6.702
H 1.264 -4.514 5.878
H 2.267 -4.122 3.625
H -1.494 -2.879 2.114
H -2.532 -3.256 4.361
H 3.289 2.318 2.205
H 4.752 1.386 4.050
H 4.414 -1.053 4.627
O -2.016 -1.017 0.389
As -3.391 -0.601 -0.352
C -4.109 1.098 0.312
C -3.374 1.831 1.232
C -3.847 3.049 1.691
C -5.060 3.534 1.230
C -5.800 2.802 0.314
C -5.329 1.584 -0.144
C -3.409 -0.452 -2.308
C -3.152 -1.607 -3.031
C -3.031 -1.544 -4.410
C -3.189 -0.335 -5.064
C -3.459 0.817 -4.343
C -3.561 0.764 -2.964
C -4.729 -1.973 0.065
C -5.568 -2.525 -0.894
C -6.402 -3.579 -0.558
C -6.401 -4.081 0.733
C -5.585 -3.516 1.701
C -4.749 -2.465 1.365
H -2.430 1.429 1.585
H -3.268 3.622 2.400
H -5.429 4.487 1.580
H -6.743 3.188 -0.049
H -5.898 0.999 -0.859
H -2.985 -2.541 -2.499
H -2.783 -2.437 -4.962
H -3.078 -0.287 -6.137
H -3.559 1.758 -4.860
H -3.755 1.671 -2.399
H -5.551 -2.140 -1.908
H -7.042 -4.022 -1.309
H -7.025 -4.928 0.983
H -5.593 -3.909 2.709
H -4.077 -2.025 2.097
Br 1.188 6.130 1.518
C 1.114 5.809 -0.338
C 1.377 6.847 -1.216
C 1.310 6.625 -2.580
C 0.970 5.373 -3.058
C 0.705 4.341 -2.176
C 0.779 4.545 -0.808
I 0.387 2.887 0.545
H 1.629 7.821 -0.828
H 1.521 7.434 -3.263
H 0.905 5.187 -4.117
H 0.437 3.370 -2.555
O 2.776 -2.150 -7.017
N 3.481 -1.396 -6.371
O 4.550 -0.964 -6.765
C 3.037 -1.009 -5.073
C 1.820 -1.485 -4.600
C 1.372 -1.120 -3.328
C 2.235 -0.375 -2.424
O 2.036 -0.315 -1.185
C 3.396 0.216 -3.033
C 3.796 -0.121 -4.318
N 4.151 1.179 -2.306
O 3.698 1.620 -1.261
O 5.210 1.559 -2.783
N 0.140 -1.546 -2.956
O -0.588 -0.927 -1.932
O -0.474 -2.461 -3.516
H 1.192 -2.112 -5.215
H 4.700 0.302 -4.727
I 0.184 1.854 -5.181
C -0.425 0.422 -1.615
H 0.196 0.961 -2.349
H -1.428 0.888 -1.598
S -0.224 -0.328 4.626
C -0.334 0.076 3.101
N -0.458 0.465 1.992
*
```

---

4.
The following is a DFT calculation (ωB97M-V with the def2-TZVPD basis set) of a molecular structure, C42H32HgN4O7P.

Values from the calculation:
Highest occupied orbital energy (spin up / spin down) = -0.2 / -2.9 eV
Electronic energy = -2860.31251 Eh
E_LUMO (spin up / spin down) = 4.4 / 4.4 eV

Geometry as ORCA input:
```
! wB97M-V def2-TZVPD RIJCOSX def2/J DEFGRID3
* xyz -2 2
Hg -0.609 0.348 0.887
C 3.402 -1.440 2.526
C 3.621 -0.480 3.507
C 3.057 0.770 3.357
C 2.257 1.025 2.242
N 2.039 0.085 1.314
C 2.604 -1.097 1.448
C 1.630 2.318 1.952
C 2.165 3.511 2.418
C 1.592 4.716 1.985
C 0.532 4.678 1.114
C 0.000 3.438 0.696
N 0.572 2.277 1.139
C -1.114 3.302 -0.192
C -1.793 4.405 -0.760
C -2.839 4.208 -1.619
C -3.233 2.895 -1.918
C -2.545 1.858 -1.313
N -1.522 2.029 -0.494
H 3.828 -2.428 2.607
H 4.222 -0.715 4.376
H 3.194 1.529 4.112
H 2.416 -1.794 0.642
H 3.032 3.508 3.060
H 2.001 5.663 2.316
H 0.117 5.602 0.740
H -1.485 5.408 -0.504
H -3.357 5.056 -2.053
H -4.052 2.689 -2.588
H -2.844 0.837 -1.504
O -2.035 -5.503 2.372
C -1.462 -4.297 2.078
C -0.854 -4.064 0.851
C -0.355 -2.800 0.578
N -0.422 -1.815 1.462
C -0.924 -2.048 2.670
C -1.460 -3.278 3.024
C -0.789 -0.886 3.688
O -0.861 -1.192 4.877
O -0.546 0.240 3.197
C 0.296 -2.528 -0.782
O 0.667 -3.506 -1.430
O 0.377 -1.319 -1.130
H -1.997 -6.050 1.576
H -0.767 -4.835 0.096
H -1.879 -3.418 4.009
C 0.195 0.506 -3.336
P -0.414 -1.243 -3.322
C 1.081 -2.114 -3.893
C 2.368 -1.683 -3.601
C 3.462 -2.346 -4.124
C 3.285 -3.452 -4.938
C 2.006 -3.926 -5.180
C 0.914 -3.271 -4.650
C -1.176 -1.112 -5.040
C -2.561 -0.989 -5.043
C -3.272 -0.887 -6.224
C -2.604 -0.922 -7.437
C -1.223 -1.038 -7.451
C -0.518 -1.134 -6.265
H 0.841 0.694 -4.198
H 0.710 0.693 -2.396
H -0.680 1.153 -3.394
H 2.507 -0.834 -2.950
H 4.464 -1.993 -3.913
H 4.139 -3.949 -5.382
H 1.858 -4.806 -5.797
H -0.087 -3.641 -4.838
H -3.084 -0.982 -4.096
H -4.349 -0.782 -6.200
H -3.152 -0.860 -8.369
H -0.690 -1.048 -8.396
H 0.560 -1.236 -6.301
O -5.096 -0.047 0.683
C -3.994 -0.577 0.520
O -2.892 -0.183 0.984
C -3.963 -1.852 -0.334
C -5.058 -2.708 -0.384
C -5.032 -3.823 -1.202
C -3.913 -4.100 -1.975
C -2.825 -3.247 -1.939
C -2.858 -2.132 -1.123
H -5.930 -2.477 0.214
H -5.894 -4.480 -1.251
H -3.901 -4.972 -2.618
H -1.946 -3.439 -2.542
H -2.029 -1.441 -1.105
*
```

---

5.
The following is a DFT calculation (ωB97M-V with the def2-TZVPD basis set) of 7 unconnected molecules or ions with the total composition C42H33Cl3O26Si.

Values from the calculation:
Highest occupied orbital energy = -9.4 eV
SMILES = CC(=O)OC[Si@H](Cl)/C(Cl)=C(\C)Cl.O=C1C=C(O)C(=O)C=C1O.O=C1C=C(O)C(=O)C=C1O.O=C1C=C(O)C(=O)C=C1O.O=C1C=C(O)C(=O)C=C1O.O=C1C=C(O)C(=O)C=C1O.O=C1C=C(O)C(=O)C=C1O
Electronic energy = -5246.42451 Eh
E_LUMO = -2.1 eV

Geometry as ORCA input:
```
! wB97M-V def2-TZVPD RIJCOSX def2/J DEFGRID3
* xyz 0 1
C 0.329 -6.187 -1.312
C -1.122 -6.731 -0.698
O -1.282 -8.082 -0.757
O -2.172 -5.866 -0.134
C -2.693 -4.907 -1.135
Si -3.145 -5.750 -2.797
Cl -3.149 -4.147 -4.280
C -4.869 -6.567 -2.909
Cl -5.599 -6.751 -4.644
C -5.707 -7.111 -1.810
C -5.182 -7.008 -0.265
Cl -7.353 -7.934 -2.117
H 1.146 -6.027 -0.477
H 0.728 -7.016 -2.053
H 0.202 -5.179 -1.914
H -1.827 -4.120 -1.335
H -3.569 -4.297 -0.629
H -2.147 -6.704 -3.290
H -6.076 -7.395 0.423
H -4.265 -7.690 -0.015
H -5.029 -5.870 0.063
O 0.226 2.600 -2.245
C 0.088 1.391 -2.098
C -0.812 0.595 -2.948
C -0.953 -0.717 -2.751
O -1.795 -1.472 -3.547
C -0.211 -1.421 -1.669
O -0.375 -2.625 -1.500
C 0.707 -0.630 -0.835
C 0.851 0.682 -1.034
O 1.714 1.432 -0.256
H -1.347 1.120 -3.729
H -1.724 -2.390 -3.205
H 1.254 -1.157 -0.063
H 1.638 2.350 -0.594
O 1.393 4.390 6.534
C 1.680 4.199 5.358
C 1.066 3.122 4.564
C 1.413 2.931 3.290
O 0.838 1.923 2.538
C 2.431 3.792 2.628
O 2.743 3.580 1.461
C 3.028 4.883 3.414
C 2.678 5.077 4.687
O 3.233 6.103 5.431
H 0.329 2.503 5.059
H 1.255 1.989 1.651
H 3.754 5.513 2.914
H 2.820 6.033 6.319
O -4.905 -2.484 -1.156
C -5.000 -1.329 -0.756
C -3.883 -0.629 -0.103
C -4.024 0.623 0.335
O -2.977 1.287 0.948
C -5.312 1.354 0.184
O -5.418 2.498 0.613
C -6.422 0.664 -0.491
C -6.280 -0.587 -0.932
O -7.318 -1.242 -1.570
H -2.953 -1.174 0.002
H -3.329 2.175 1.175
H -7.347 1.214 -0.610
H -6.968 -2.132 -1.792
O 5.865 6.293 -4.604
C 5.746 5.945 -3.434
C 4.438 5.638 -2.836
C 4.341 5.279 -1.554
O 3.115 4.987 -0.986
C 5.546 5.178 -0.686
O 5.424 4.863 0.493
C 6.857 5.461 -1.291
C 6.954 5.818 -2.573
O 8.183 6.083 -3.149
H 3.569 5.718 -3.477
H 3.309 4.755 -0.051
H 7.727 5.367 -0.653
H 7.988 6.320 -4.082
O 3.451 -0.268 -8.707
C 2.653 -0.802 -7.945
C 1.529 -0.067 -7.344
C 0.688 -0.675 -6.505
O -0.373 0.009 -5.939
C 0.856 -2.109 -6.145
O 0.077 -2.635 -5.357
C 1.965 -2.850 -6.765
C 2.805 -2.244 -7.606
O 3.848 -2.935 -8.194
H 1.420 0.976 -7.613
H -0.832 -0.646 -5.370
H 2.065 -3.897 -6.508
H 4.311 -2.278 -8.759
O -0.407 1.675 12.152
C -0.120 1.483 10.976
C -0.734 0.407 10.183
C -0.387 0.216 8.908
O -0.962 -0.792 8.156
C 0.631 1.077 8.246
O 0.943 0.865 7.079
C 1.228 2.168 9.032
C 0.878 2.362 10.305
O 1.433 3.387 11.049
H -1.471 -0.213 10.677
H -0.545 -0.726 7.270
H 1.954 2.798 8.533
H 1.020 3.318 11.937
*
```